Record 1
A cluster of 2 separate species, C22H24F19N4O3P in total, computed with wB97M-V/def2-TZVPD.

Each line ends with the Mulliken charge.
CARTESIAN COORDINATES (ANGSTROEM)
C -3.33540 -0.39318 -0.19734  -0.24
C -4.05076 1.05854 -0.25832  0.17
O -4.14074 1.65817 0.84881  -0.51
N -4.60082 1.64010 -1.49979  -0.33
C -3.52919 1.91296 -2.51612  0.59
C -4.00257 1.70823 -4.03412  -0.78
C -3.41681 0.39868 -4.74647  -0.39
C -1.89055 0.59431 -5.29341  -0.79
C -0.94181 0.19605 -4.06427  0.27
C -0.68992 -1.24482 -3.56744  -0.39
C 0.22905 -1.53725 -2.36866  -0.08
N 0.41349 -2.92580 -1.94839  0.40
C 1.83261 -3.26353 -1.71178  0.77
C 2.37060 -4.32226 -0.64756  -1.03
O 2.68614 -2.69109 -2.44844  -0.56
C -0.47974 -3.30956 -0.82183  0.41
C -1.77027 -4.19839 -1.21210  -1.07
O -0.30494 -3.03617 0.37795  -0.40
N 0.89391 -0.47720 -1.73173  -0.56
N 0.69284 0.73201 -2.19705  0.75
C 1.50136 1.79186 -1.46087  -1.17
C 0.72777 2.26973 -0.12531  -0.47
C 1.72778 2.91146 0.94751  0.70
F 2.23392 4.11237 0.32595  -0.35
F 2.84026 2.04878 1.07842  -0.29
C 1.03754 3.32916 2.33119  0.68
F -0.34315 2.94716 2.36064  -0.22
F 1.00759 4.76507 2.34414  -0.34
C 1.84392 2.89153 3.63842  0.57
F 1.28719 3.64372 4.72522  -0.31
F 3.20824 3.31684 3.57842  -0.27
C 1.86883 1.31206 3.90548  0.75
F 3.17421 0.81977 3.60540  -0.31
F 0.98177 0.56880 3.08576  -0.26
C 1.58546 0.86971 5.42212  0.28
F 2.02323 -0.48469 5.50443  -0.17
F 2.40298 1.56968 6.36450  -0.29
C 0.03275 0.85068 5.83878  0.61
F -0.10560 1.01904 7.23403  -0.24
F -0.43423 -0.47459 5.57837  -0.24
F -0.78828 1.69771 5.07769  -0.19
C -0.11849 1.25530 -3.23699  -0.13
H -3.99836 -1.10361 -0.79286  0.29
H -3.10194 -0.73022 0.86128  0.36
H -2.35067 -0.28086 -0.76664  -0.25
H -5.33104 1.02022 -1.88600  0.32
H -3.24348 3.02188 -2.39300  0.18
H -2.61525 1.30153 -2.21110  -0.52
H -3.63649 2.60987 -4.65623  0.30
H -5.15359 1.71937 -4.02484  0.34
H -4.08880 0.01031 -5.59766  0.38
H -3.38267 -0.43340 -3.95002  0.22
H -1.68943 1.65339 -5.66432  0.40
H -1.75034 -0.18760 -6.13025  0.31
H -1.21062 -2.13180 -4.06804  0.46
H 1.96745 -5.35778 -0.92642  0.34
H 2.11497 -4.08144 0.43437  0.27
H 3.50998 -4.38081 -0.77832  0.32
H -2.03367 -4.95084 -0.40194  0.37
H -1.51310 -4.81911 -2.15177  0.33
H -2.61577 -3.49478 -1.50762  0.17
H 2.50908 1.30409 -1.25194  0.41
H 1.70994 2.66014 -2.18572  0.34
H 0.02057 3.12499 -0.44604  0.33
H 0.06893 1.45335 0.31804  0.37
H -0.16360 2.37559 -3.48710  0.32
F 5.54750 -1.08089 3.07837  -0.34
P 4.61704 -2.26260 3.65489  0.99
F 5.12659 -1.49265 4.97309  -0.34
F 3.12717 -2.04695 4.22656  -0.31
F 5.52402 -3.26900 2.78367  -0.33
F 3.72338 -2.07375 2.32359  -0.31
F 4.65199 -3.60760 4.53870  -0.34

The value obtained for the LUMO energy is -3.3151 eV. For the energy relative to the best compared isomer or geometry (same formula, charge and spin), the calculation gives 196.97 kcal per mole. The value obtained for the molar mass is 784.4 g/mol. The gap between HOMO and LUMO is 5.681 eV. As for the net charge: 0.

***

Record 2
An isolated molecule of C22H24F3N3O3, computed with wB97M-V/def2-TZVPD.

Each line ends with the natural charge from an NBO analysis.
CARTESIAN COORDINATES (ANGSTROEM)
C 2.49011 -5.45948 3.60461  -0.62
C 2.41676 -5.37144 2.08672  0.10
C 1.08891 -4.76017 1.61694  -0.25
N 1.10424 -4.68049 0.16885  -0.42
C -0.16902 -4.31993 -0.43282  -0.30
C -0.62585 -2.90416 -0.07987  0.66
O -0.28864 -1.93204 -0.72086  -0.61
N -1.38567 -2.84809 1.05342  -0.60
C -1.87872 -1.71208 1.70497  0.15
C -1.91593 -0.46870 1.08469  -0.26
C -2.39831 0.63748 1.77428  -0.05
C -2.87649 0.49105 3.07329  -0.21
C -2.85055 -0.74924 3.68407  -0.19
C -2.35019 -1.84725 3.00979  -0.22
H -2.32775 -2.81583 3.48954  0.21
H -3.22024 -0.86368 4.69160  0.22
H -3.26425 1.35811 3.58450  0.24
C -2.46380 1.99829 1.16196  0.65
O -3.27860 2.82282 1.51828  -0.60
N -1.51368 2.21598 0.20053  -0.59
C -1.30386 3.35033 -0.57534  0.16
C -0.25302 3.31988 -1.49162  -0.25
C 0.00098 4.42591 -2.28599  -0.07
C -0.78216 5.56842 -2.19338  -0.23
C -1.82482 5.58960 -1.28298  -0.19
C -2.09043 4.49784 -0.47816  -0.22
H -2.90275 4.52233 0.22874  0.26
H -2.44062 6.47141 -1.19922  0.22
H -0.57302 6.42140 -2.81908  0.23
C 1.12028 4.35806 -3.28461  0.96
F 1.59814 5.56448 -3.62323  -0.32
F 2.16988 3.64508 -2.84179  -0.33
F 0.73620 3.77203 -4.43763  -0.33
H 0.36575 2.43877 -1.58255  0.23
H -0.86517 1.46021 0.02341  0.41
H -1.59247 -0.40031 0.05937  0.25
H -1.54684 -3.71806 1.54186  0.40
H -0.04356 -4.37170 -1.51710  0.23
H -0.91370 -5.05930 -0.12461  0.20
C 2.21503 -3.85436 -0.27341  -0.25
H 2.21812 -3.82677 -1.36380  0.21
C 3.52280 -4.47246 0.23296  0.10
C 4.72954 -3.62861 -0.14941  -0.62
H 5.63284 -4.08277 0.24712  0.22
H 4.80775 -3.55458 -1.23002  0.21
H 4.63008 -2.63230 0.27247  0.21
O 3.49873 -4.58400 1.64302  -0.53
H 3.61242 -5.48426 -0.19989  0.17
H 2.13795 -2.82200 0.10409  0.18
H 0.26596 -5.40868 1.92967  0.20
H 0.97698 -3.76977 2.09334  0.17
H 2.50017 -6.37921 1.64270  0.17
H 1.69782 -6.09820 3.98499  0.21
H 2.39359 -4.46679 4.03628  0.21
H 3.45221 -5.86873 3.89756  0.22

The value obtained for the LUMO energy is 0.3018 eV. For the energy relative to the best compared isomer or geometry (same formula, charge and spin), the calculation gives 0.00 kcal per mole. The value obtained for the molar mass is 435.4 g/mol. The gap between HOMO and LUMO is 9.105 eV. As for the net charge: 0.